Record 1
Molecular formula: C4H12NOS
Method: DFT, the ωB97M-V functional and the def2-TZVPD basis

Summary:
Gap between HOMO and LUMO (alpha / beta)   2.093 / 6.313 eV
Net charge   -2
Expectation value of S²   0.75
DFT total energy   -687.65453 a.u.
Multiplicity   2
Energy above the lowest of the compared OMol25 structures with the same formula, charge and spin   48.1 kJ/mol
Maximum force   2.2 eV/A

Geometry (Å):
C: 1.2424 0.5189 1.8087
N: 0.4704 1.6723 1.2167
C: -0.3967 1.2065 0.0439
C: -0.8439 -0.2734 -0.0585
S: -1.9583 -0.6260 -1.4762
C: 2.3705 1.0349 2.6965
H: 0.4515 -0.0938 2.2824
H: 1.8479 0.0575 1.0266
H: -0.2394 1.9690 1.8861
H: 0.2346 1.3753 -0.8409
H: -1.2103 1.9122 -0.0736
H: -1.2462 -0.5754 0.8978
H: 0.0757 -0.7867 -0.3168
H: 3.0365 0.1883 2.8800
H: 2.8344 1.9029 2.2016
H: 2.2737 1.4239 3.7456
H: 1.2730 -1.9394 -2.4037
H: -0.2748 -1.9785 -2.4380
O: 0.5269 -2.4395 -2.7771

Record 2
Molecular formula: C19H23F3KN8O4S2
Method: DFT, the ωB97M-V functional and the def2-TZVPD basis

Summary:
Gap between HOMO and LUMO   5.661 eV
Net charge   -1
DFT total energy   -3172.87395 a.u.
Energy above the lowest of the compared OMol25 structures with the same formula, charge and spin   5.8 kJ/mol
Maximum force   0.5 eV/A

Geometry (Å):
K: 0.9752 0.1908 0.2377
C: -3.0750 -3.0140 0.7143
C: -1.9580 -2.0324 0.9462
N: -1.7229 -1.0207 0.2034
N: -2.5398 -0.8227 -0.8593
C: -2.4786 0.3138 -1.6147
N: -3.3199 0.2414 -2.6968
S: -1.5745 1.6461 -1.2672
C: -1.0593 -2.2290 2.1178
C: -1.4941 -2.9204 3.2438
C: -0.6268 -3.0688 4.3123
C: 0.6512 -2.5492 4.2167
C: 0.9941 -1.8763 3.0522
N: 0.1606 -1.7067 2.0382
H: -3.1684 -3.2592 -0.3461
H: -4.0342 -2.6237 1.0645
H: -2.8788 -3.9510 1.2285
H: -3.2678 -1.4888 -1.0703
H: -3.3472 -0.6485 -3.1733
H: -3.1857 1.0119 -3.3319
H: -2.5011 -3.3091 3.3002
H: -0.9503 -3.5823 5.2084
H: 1.3692 -2.6564 5.0184
H: 1.9900 -1.4589 2.9268
C: -1.4885 3.5311 2.3511
N: -0.3987 2.9272 3.0719
C: 0.9110 3.5654 3.1493
C: 1.8127 2.4062 3.5619
N: 0.8384 1.4974 4.1737
C: -0.4155 1.7403 3.6843
S: -1.7181 0.6964 3.8760
H: -1.1898 3.6821 1.3116
H: -1.7562 4.4923 2.7989
H: -2.3425 2.8605 2.3904
H: 0.8878 4.3645 3.9004
H: 1.2048 3.9700 2.1855
H: 2.5771 2.7035 4.2777
H: 2.2727 1.9814 2.6672
H: 1.0498 0.5327 4.3575
F: 2.8261 3.5888 0.5261
C: 1.5710 2.9752 0.1590
F: 1.7805 2.5553 -1.2087
H: 0.9423 3.8863 0.0335
F: -1.5240 -0.6968 -5.0538
C: -0.1753 -0.7788 -5.1331
C: 0.6036 -0.3690 -4.1241
N: 1.9703 -0.4226 -4.1836
C: 2.7310 -0.0708 -2.9804
C: 2.4298 -0.9859 -1.7754
O: 1.4794 -1.7950 -1.8711
O: 3.1157 -0.7315 -0.7635
C: 2.6141 -0.9505 -5.2731
O: 3.8186 -1.0581 -5.3828
N: 1.7664 -1.3542 -6.2998
C: 0.3811 -1.3380 -6.3436
O: -0.2367 -1.7469 -7.3094
H: 0.1866 0.0500 -3.2188
H: 2.4931 0.9544 -2.6947
H: 3.7875 -0.1099 -3.2256
H: 2.2359 -1.7389 -7.1044

Record 3
Molecular formula: C17H53B2N3O5Sn2
Method: DFT, the ωB97M-V functional and the def2-TZVPD basis

Summary:
Gap between HOMO and LUMO   2.425 eV
Net charge   +2
DFT total energy   -1696.85749 a.u.
Energy above the lowest of the compared OMol25 structures with the same formula, charge and spin   1518.5 kJ/mol
Maximum force   5.6 eV/A

Geometry (Å):
Sn: -5.5636 -2.2764 -2.8545
Sn: -4.3490 -1.9586 4.4486
B: -7.9604 -1.1785 0.9677
H: -7.0495 -1.7461 1.0786
H: -7.7563 -0.2861 0.3966
H: -8.6426 -1.8383 0.4544
H: -8.3984 -0.9042 1.9149
B: -2.0735 -1.0041 0.1780
H: -2.7611 -1.8323 0.2522
H: -2.7317 -0.1497 0.1488
H: -1.4303 -1.0349 1.0438
H: -1.5309 -1.0977 -0.7499
C: -3.1681 2.3944 2.8363
O: -2.7439 1.7737 4.0118
C: -1.6851 2.4335 4.7641
C: -1.2210 1.4697 5.8001
N: -0.6236 0.2633 5.2113
C: 0.0594 -0.6980 6.1005
C: 0.5691 -1.9857 5.4011
O: -0.4289 -2.7504 4.8152
C: -0.0018 -3.6564 3.7269
H: -2.3122 2.7961 2.2939
H: -3.7956 3.2495 3.0876
H: -3.7622 1.7230 2.2163
H: -2.1139 3.2965 5.2734
H: -0.8372 2.7882 4.1781
H: -2.0159 1.2177 6.5021
H: -0.5167 1.9981 6.4426
H: -0.1337 0.4394 4.3458
H: -0.6212 -0.9474 6.9146
H: 0.8970 -0.2117 6.6006
H: 1.0784 -2.5444 6.1864
H: 1.3034 -1.6303 4.6781
H: -0.8451 -4.0745 3.1772
H: 0.5663 -4.4596 4.1962
H: 0.6430 -3.1392 3.0163
C: 4.5962 0.6110 0.2495
C: 4.2701 0.0249 1.6093
C: 5.4766 0.0447 2.5953
O: 6.4899 -0.8607 2.1256
C: 7.6613 -0.9327 2.9650
N: 3.1940 0.8756 2.1289
H: 5.5372 0.2837 -0.1926
H: 4.6989 1.6930 0.3323
H: 3.7982 0.5191 -0.4872
H: 3.8582 -0.9567 1.3752
H: 5.0694 -0.2292 3.5686
H: 5.8434 1.0618 2.7329
H: 7.4735 -1.1192 4.0223
H: 8.2762 -0.0457 2.8127
H: 8.2752 -1.7817 2.6640
H: 3.3939 1.8197 1.8308
H: 2.3817 0.6402 1.5768
C: -1.1521 3.7437 -3.5460
C: -2.5691 3.2817 -3.9373
C: -3.1998 3.8550 -5.2834
O: -2.2604 3.6444 -6.2980
C: -2.2395 2.4634 -7.0792
N: -2.4167 1.8761 -4.0137
H: -0.7931 3.2947 -2.6199
H: -1.1919 4.8083 -3.3153
H: -0.3772 3.4961 -4.2715
H: -3.3547 3.4501 -3.2008
H: -3.2024 4.9339 -5.1278
H: -4.1632 3.4875 -5.6365
H: -3.1932 2.2958 -7.5797
H: -1.9230 1.5616 -6.5552
H: -1.5580 2.6712 -7.9041
H: -1.6792 1.7402 -4.6902
H: -1.9096 1.6379 -3.1733
C: 1.7734 -2.0034 -5.2089
C: 2.7759 -3.0135 -5.6684
C: 2.5171 -4.4873 -5.3183
O: 2.8518 -2.8620 -7.0702
H: 1.6000 -2.0001 -4.1328
H: 0.7471 -2.1424 -5.5488
H: 1.9860 -0.9669 -5.4709
H: 3.7885 -2.8170 -5.3158
H: 2.7223 -4.6369 -4.2583
H: 3.1758 -5.1715 -5.8532
H: 1.4600 -4.6843 -5.4969
H: 3.4478 -3.5430 -7.3906